[1]
11
Properties=species:S:1:pos:R:3:forces:R:3:nbo_charge:R:1 method="wB97M-V/def2-TZVPD" homo_energy_ha=-0.361 gap_ev=10.5 lumo_ev=0.69 total_charge=0 e_tot_ev=-9787.4677 mol_weight_da=91.07 multiplicity=1 de_lowest_kcal_mol=16.6 smiles="NC=O.O=CO"
C -0.31767 -0.27516 1.60093 -0.66 -0.33 -0.10 0.52
N 0.17989 0.93439 1.96227 0.02 0.27 -0.05 -0.83
O -1.44022 -0.65379 1.85340 -0.01 0.26 -0.02 -0.60
H 0.33896 -0.92435 1.01935 0.61 -0.03 0.09 0.11
H -0.48450 1.68460 2.06932 -0.01 -0.09 0.30 0.40
H 1.11912 1.20235 1.73415 0.03 -0.10 -0.25 0.39
O -0.48168 0.77514 -1.55673 -0.43 0.04 -0.07 -0.53
C 0.25193 0.00454 -2.08663 0.55 0.53 0.10 0.65
O 0.33232 -1.31480 -1.79919 -0.27 -0.62 -0.75 -0.73
H 1.01951 0.32218 -2.81418 -0.03 -0.17 0.14 0.11
H -0.51765 -1.75509 -1.98269 0.20 0.24 0.60 0.51

=====

[2]
11
Properties=species:S:1:pos:R:3:forces:R:3:nbo_charge:R:1 method="wB97M-V/def2-TZVPD" homo_energy_ha=-0.345 gap_ev=9.6 lumo_ev=0.24 total_charge=0 e_tot_ev=-9785.0826 mol_weight_da=91.07 multiplicity=1 de_lowest_kcal_mol=71.6
C -0.53573 0.53556 0.59843 -0.03 0.12 -0.10 0.60
N 0.47500 0.92783 -0.13432 0.01 -0.29 0.01 -0.66
C 1.36836 -0.41761 -0.32747 -0.28 0.06 0.15 0.59
O -1.73904 1.04763 0.40304 0.27 -0.16 0.03 -0.63
O -0.19276 -1.40836 -0.18248 0.27 0.30 -0.09 -0.96
O 2.13751 -0.71329 0.54067 -0.27 0.09 -0.13 -0.62
H -2.36766 0.69396 1.04692 0.08 0.01 -0.03 0.51
H -0.56461 -1.57815 -1.05962 0.06 0.02 0.08 0.45
H 0.21455 1.40488 -0.99261 -0.01 -0.05 0.06 0.39
H -0.33776 -0.00179 1.51637 -0.01 -0.06 -0.06 0.21
H 1.54214 -0.49066 -1.40892 -0.09 -0.04 0.07 0.12

=====

[3]
11
Properties=species:S:1:pos:R:3:forces:R:3:nbo_charge:R:1 method="wB97M-V/def2-TZVPD" homo_energy_ha=-0.379 gap_ev=10.9 lumo_ev=0.60 total_charge=0 e_tot_ev=-9785.6371 mol_weight_da=91.07 multiplicity=1 de_lowest_kcal_mol=58.9 smiles="O=C(CO)NO"
C -1.12510 -0.53162 -0.07880 0.60 -0.87 -0.38 -0.15
C 0.14829 0.32807 -0.17447 -0.59 -1.67 0.38 0.63
H -2.08259 1.18204 -0.01870 0.10 -1.19 -0.04 0.49
H -1.20189 -1.31610 -0.87626 0.34 0.75 0.50 0.20
H -1.03624 -1.06508 0.87269 0.11 -0.23 0.12 0.18
H 1.35551 -1.06951 0.57482 -0.94 -0.76 -0.42 0.38
H 2.29117 1.04958 0.14348 -0.01 1.76 0.34 0.47
N 1.30989 -0.47509 -0.24824 0.03 0.15 0.85 -0.35
O -2.28169 0.21172 -0.05908 -0.62 1.67 -0.11 -0.71
O 0.06860 1.52063 -0.09217 0.84 0.72 -0.39 -0.59
O 2.55405 0.16536 -0.04327 0.14 -0.32 -0.84 -0.55

=====

[4]
11
Properties=species:S:1:pos:R:3:forces:R:3:lowdin_spin:R:1 method="wB97M-V/def2-TZVPD" homo_energy_ha="-0.567 / -0.566" gap_ev="9.2 / 5.3" lumo_ev="-6.19 / -10.15" total_charge=+1 e_tot_ev=-9776.9346 mol_weight_da=91.07 multiplicity=2 de_lowest_kcal_mol=23.0
O -0.69543 1.64838 -0.34796 -0.79 -1.29 0.27 0.04
C -1.43113 0.85422 0.16065 1.07 2.72 0.27 0.00
N -1.25795 -0.54275 0.09136 0.21 -2.90 -0.13 0.04
C -0.07013 -1.15214 0.05145 -0.17 0.83 0.82 0.08
O 0.10657 -2.23764 0.66740 -0.02 0.58 -1.22 0.79
H -2.18193 1.09562 0.92807 -0.41 0.08 -0.50 0.00
H -2.03870 -1.14692 0.36725 0.12 0.41 0.26 0.00
H 0.78659 -0.58168 -0.38309 0.10 -0.34 0.05 0.04
H 2.26017 1.05864 0.30244 0.16 0.06 0.01 0.00
H 3.10140 1.76984 -0.70182 0.05 -0.08 -0.38 0.00
O 2.55246 0.98072 -0.61427 -0.31 -0.09 0.55 0.00

=====

[5]
12
Properties=species:S:1:pos:R:3:forces:R:3:nbo_charge:R:1 method="wB97M-V/def2-TZVPD" homo_energy_ha=-0.403 gap_ev=11.3 lumo_ev=0.33 total_charge=0 e_tot_ev=-11835.7925 mol_weight_da=107.06 multiplicity=1 de_lowest_kcal_mol=23.1 smiles="O=CNC(=O)O.O"
O -1.76204 0.07484 -0.51406 -0.33 -0.49 -0.22 -0.59
C -1.09982 -0.60689 0.23702 0.75 1.48 0.10 0.54
N 0.09569 -1.18840 -0.09650 -0.16 -0.17 0.27 -0.68
C 0.58317 -1.44860 -1.40256 -0.26 0.40 0.21 0.90
O -0.01599 -0.74199 -2.34769 0.15 0.15 -0.33 -0.67
O 1.45199 -2.24258 -1.59108 0.17 -0.06 -0.03 -0.57
H -1.31589 -0.63251 1.31331 -0.10 -0.39 -0.02 0.13
H 0.70633 -1.44486 0.66262 -0.08 -0.47 -0.12 0.42
H -0.59901 -0.04778 -1.97195 -0.15 -0.42 0.11 0.52
H 0.65454 2.18589 2.43598 -0.03 0.01 -0.03 0.46
H 0.85232 3.48017 1.67725 0.02 0.14 -0.09 0.47
O 0.44871 2.61271 1.59767 0.02 -0.18 0.13 -0.94

=====

[6]
12
Properties=species:S:1:pos:R:3:forces:R:3:nbo_charge:R:1 method="wB97M-V/def2-TZVPD" homo_energy_ha=-0.406 gap_ev=11.5 lumo_ev=0.45 total_charge=0 e_tot_ev=-11835.1515 mol_weight_da=107.06 multiplicity=1 de_lowest_kcal_mol=37.8 smiles="O=CNC(=O)O.O"
O 1.03707 1.09181 0.89614 -0.87 -0.14 -0.20 -0.58
C 0.00295 1.43797 0.35794 0.83 0.93 -0.02 0.54
N -0.96269 0.61384 -0.11896 -3.60 -1.42 0.27 -0.69
C -1.24425 -0.76554 0.35642 3.17 -1.13 -2.32 0.90
O -0.08093 -1.52152 0.50139 -1.47 2.02 0.38 -0.67
O -2.27607 -1.32520 0.26648 -1.29 0.81 0.54 -0.54
H -0.24932 2.50232 0.14230 0.32 -0.37 0.14 0.13
H -1.87284 1.02805 -0.50861 2.07 -0.60 0.95 0.43
H 0.60457 -0.84023 0.46508 0.83 -0.09 0.33 0.49
H 3.28939 0.77364 -2.06822 1.33 -0.23 0.10 0.48
H 2.67638 -0.47254 -1.13164 0.64 1.98 -1.44 0.49
O 2.53724 0.33958 -1.70805 -1.96 -1.75 1.27 -0.97